[1]
{"formula": "C21H33MnN2OSb2SeSi", "method": "the ωB97M-V functional and the def2-TZVPD basis", "s_squared": 6.13, "de_lowest_kcal_mol": 0.0, "orbital_gap_ha": [0.202, 0.229], "total_energy_ha": -5326.6365, "lumo_ha": [-0.30782, -0.28153], "multiplicity": 5, "charge": 2, "elements": ["Mn", "C", "Sb", "C", "C", "C", "C", "C", "C", "C", "C", "C", "Sb", "C", "C", "H", "H", "H", "H", "H", "H", "H", "H", "H", "H", "H", "H", "H", "H", "H", "H", "H", "H", "H", "H", "Se", "N", "C", "C", "C", "C", "C", "C", "N", "H", "H", "H", "H", "C", "Si", "C", "C", "O", "H", "H", "H", "H", "H", "H", "H", "H", "H"], "xyz": [[0.374, 0.039, -0.166], [-2.300, 2.731, 1.157], [-0.716, 1.448, 1.833], [-0.204, 2.482, 3.632], [-1.849, -0.196, 2.810], [-3.284, -0.164, 2.445], [-4.127, 0.745, 3.096], [-5.463, 0.854, 2.773], [-5.997, 0.047, 1.772], [-5.188, -0.872, 1.134], [-3.836, -1.012, 1.463], [-3.048, -2.091, 0.812], [-1.758, -1.402, -0.828], [-3.196, -0.214, -1.882], [-1.880, -3.201, -1.975], [-2.931, 2.984, 2.005], [-2.903, 2.237, 0.397], [-1.866, 3.643, 0.747], [-1.127, 2.623, 4.192], [0.230, 3.452, 3.395], [0.504, 1.899, 4.215], [-1.689, 0.012, 3.867], [-1.328, -1.110, 2.534], [-3.716, 1.358, 3.892], [-6.098, 1.551, 3.303], [-7.046, 0.117, 1.521], [-5.616, -1.529, 0.386], [-3.698, -2.806, 0.311], [-2.390, -2.624, 1.496], [-4.113, -0.790, -1.990], [-2.814, 0.035, -2.871], [-3.414, 0.700, -1.332], [-2.932, -3.377, -2.189], [-1.476, -4.024, -1.390], [-1.326, -3.108, -2.906], [-0.859, 2.591, -2.354], [0.182, 1.308, -1.594], [1.397, 1.379, -2.191], [2.503, 0.537, -1.915], [3.671, 0.769, -2.587], [3.791, 1.807, -3.554], [2.745, 2.615, -3.865], [1.513, 2.416, -3.185], [0.413, 3.124, -3.385], [2.442, -0.294, -1.215], [4.528, 0.139, -2.389], [4.740, 1.941, -4.054], [2.812, 3.399, -4.606], [1.852, -3.429, 2.418], [2.291, -1.656, 1.997], [3.972, -1.527, 1.150], [2.220, -0.517, 3.501], [1.157, -1.066, 0.946], [2.546, -3.806, 3.172], [1.930, -4.076, 1.542], [0.842, -3.513, 2.823], [4.741, -1.943, 1.805], [4.242, -0.489, 0.943], [3.999, -2.094, 0.216], [3.026, -0.754, 4.199], [1.275, -0.634, 4.040], [2.337, 0.530, 3.208]], "mulliken_charge": [0.48, -1.29, 0.65, -1.16, -1.09, 0.66, -0.54, -0.70, -0.77, -0.63, 0.67, -1.68, 0.60, -1.31, -1.23, 0.47, 0.33, 0.45, 0.38, 0.42, 0.39, 0.74, 0.15, 0.51, 0.44, 0.44, 0.43, 0.64, 0.65, 0.45, 0.44, 0.33, 0.40, 0.42, 0.40, 0.39, -0.19, 1.63, -0.39, -0.83, -0.65, -0.68, 0.31, -0.63, 0.41, 0.46, 0.42, 0.49, -1.07, 0.06, -1.12, -0.95, -0.38, 0.39, 0.33, 0.34, 0.40, 0.31, 0.33, 0.52, 0.31, 0.23]}

[2]
{"formula": "C21H33N5O3", "method": "the ωB97M-V functional and the def2-TZVPD basis", "de_lowest_kcal_mol": 0.6, "orbital_gap_ha": 0.359, "smiles": "COC[C@@H]1CN(C(=O)[C@H]2CCC23CCC3)CCN1C(=O)Cc1nncn1C(C)C", "total_energy_ha": -1319.4878, "lumo_ha": 0.02324, "multiplicity": 1, "charge": 0, "elements": ["C", "O", "C", "C", "C", "N", "C", "O", "C", "C", "C", "C", "C", "C", "C", "C", "C", "N", "C", "O", "C", "C", "N", "N", "C", "N", "C", "C", "C", "H", "H", "H", "H", "H", "H", "H", "H", "H", "H", "H", "H", "H", "H", "H", "H", "H", "H", "H", "H", "H", "H", "H", "H", "H", "H", "H", "H", "H", "H", "H", "H", "H"], "xyz": [[-1.148, -1.006, -4.001], [-0.127, -0.871, -3.038], [-0.551, -1.265, -1.753], [0.597, -1.025, -0.783], [0.200, -1.387, 0.645], [-0.762, -0.429, 1.165], [-2.080, -0.782, 1.268], [-2.437, -1.935, 1.086], [-3.054, 0.317, 1.633], [-3.391, 1.439, 0.616], [-4.798, 1.486, 1.244], [-4.575, 0.050, 1.749], [-5.219, -1.104, 0.941], [-5.410, -1.878, 2.262], [-5.173, -0.557, 3.029], [-0.244, 0.926, 1.169], [0.140, 1.354, -0.240], [1.046, 0.372, -0.824], [1.977, 0.829, -1.713], [2.111, 2.017, -1.958], [2.956, -0.187, -2.293], [3.775, -0.848, -1.236], [3.732, -2.119, -0.931], [4.600, -2.327, 0.110], [5.134, -1.175, 0.396], [4.656, -0.198, -0.424], [4.942, 1.241, -0.374], [6.442, 1.485, -0.316], [4.203, 1.882, 0.794], [-0.747, -0.668, -4.954], [-1.470, -2.049, -4.095], [-2.019, -0.393, -3.741], [-1.447, -0.701, -1.461], [-0.817, -2.329, -1.735], [1.428, -1.669, -1.060], [-0.241, -2.379, 0.681], [1.093, -1.373, 1.275], [-2.727, 0.780, 2.571], [-2.791, 2.348, 0.624], [-3.425, 1.041, -0.400], [-4.838, 2.202, 2.067], [-5.649, 1.647, 0.583], [-6.175, -0.768, 0.530], [-4.632, -1.582, 0.162], [-6.366, -2.377, 2.415], [-4.599, -2.586, 2.416], [-4.523, -0.588, 3.905], [-6.107, -0.062, 3.301], [-0.968, 1.617, 1.589], [0.647, 0.947, 1.806], [-0.760, 1.463, -0.857], [0.648, 2.315, -0.232], [2.431, -0.962, -2.848], [3.581, 0.367, -2.992], [5.863, -1.003, 1.169], [4.547, 1.655, -1.302], [6.640, 2.555, -0.372], [6.869, 1.117, 0.619], [6.952, 0.995, -1.145], [4.356, 2.961, 0.787], [3.132, 1.688, 0.724], [4.569, 1.486, 1.744]], "mulliken_charge": [-0.80, -0.22, -0.66, -0.09, -2.12, 0.16, 0.60, -0.66, -0.56, -0.53, -1.03, 1.19, -0.98, -0.44, -1.06, -0.87, -0.67, 0.50, 0.76, -0.69, -1.22, 0.76, -0.32, -0.89, -0.05, 0.32, 0.34, -1.62, -0.93, 0.25, 0.33, 0.28, 0.09, 0.59, 0.65, 0.61, 0.39, 0.53, 0.43, 0.22, 0.30, 0.36, 0.44, 0.20, 0.41, 0.15, 0.28, 0.33, 0.48, 0.26, 0.26, 0.50, 0.46, 0.39, 0.42, 0.30, 0.42, 0.35, 0.42, 0.39, -0.06, 0.35]}

[3]
{"formula": "C21H33O11", "method": "the ωB97M-V functional and the def2-TZVPD basis", "s_squared": 0.75, "de_lowest_kcal_mol": 0.0, "orbital_gap_ha": [0.367, 0.306], "total_energy_ha": -1647.5337, "lumo_ha": [0.00813, -0.05292], "multiplicity": 2, "charge": 0, "elements": ["C", "O", "H", "H", "H", "O", "C", "O", "C", "C", "C", "H", "H", "H", "H", "H", "H", "O", "C", "O", "C", "C", "C", "H", "H", "H", "H", "H", "H", "O", "C", "O", "C", "C", "C", "H", "H", "H", "H", "H", "H", "O", "C", "O", "C", "C", "C", "H", "H", "H", "H", "H", "H", "O", "C", "O", "C", "C", "C", "H", "H", "H", "H", "H", "H"], "xyz": [[-0.885, -0.896, -1.383], [-1.735, -1.349, -2.408], [-1.246, -1.303, -0.439], [0.120, -1.318, -1.362], [-0.787, 0.186, -1.296], [-5.030, -2.033, -1.203], [-4.508, -2.645, -0.254], [-4.704, -2.281, 0.965], [-3.933, -3.090, 1.828], [-3.830, -4.446, 1.046], [-3.717, -3.938, -0.374], [-4.412, -3.320, 2.779], [-3.004, -2.575, 2.074], [-4.703, -5.064, 1.260], [-2.966, -4.970, 1.455], [-4.247, -4.580, -1.079], [-2.676, -3.731, -0.622], [-3.507, 1.661, -1.435], [-3.415, 2.405, -0.463], [-4.495, 3.085, 0.070], [-4.080, 3.770, 1.210], [-2.581, 3.761, 1.392], [-2.164, 2.899, 0.196], [-4.527, 3.345, 2.109], [-4.351, 4.823, 1.128], [-2.284, 3.237, 2.301], [-2.094, 4.735, 1.413], [-1.515, 2.044, 0.390], [-1.684, 3.548, -0.537], [3.970, 2.072, -1.963], [3.376, 1.283, -2.689], [2.225, 1.580, -3.272], [1.646, 0.522, -3.971], [2.782, -0.532, -4.027], [3.741, -0.154, -2.900], [1.431, 0.852, -4.987], [0.726, 0.256, -3.450], [3.287, -0.462, -4.991], [2.459, -1.569, -3.936], [4.788, -0.288, -3.173], [3.435, -0.716, -2.018], [4.638, -0.404, 2.473], [3.876, -1.179, 1.910], [3.686, -1.248, 0.560], [2.686, -2.137, 0.166], [2.051, -2.653, 1.478], [3.099, -2.266, 2.594], [3.187, -2.956, -0.350], [1.997, -1.566, -0.457], [1.904, -3.730, 1.406], [1.046, -2.263, 1.641], [3.851, -3.005, 2.870], [2.640, -1.884, 3.506], [0.493, 1.583, 3.336], [1.047, 1.919, 2.300], [0.699, 1.442, 1.050], [1.532, 1.968, 0.084], [2.020, 3.210, 0.672], [2.117, 2.953, 2.163], [0.915, 2.246, -0.771], [2.312, 1.219, -0.047], [1.300, 4.013, 0.511], [2.967, 3.563, 0.265], [1.949, 3.827, 2.792], [3.083, 2.548, 2.466]], "mulliken_charge": [-0.16, -0.37, 0.32, -0.03, 0.16, -0.65, 0.55, -0.33, -0.40, -0.51, -0.24, 0.32, 0.23, 0.27, 0.33, 0.30, 0.14, -0.59, 0.31, -0.37, -0.39, -0.57, 0.73, 0.28, 0.27, 0.23, 0.30, -0.38, 0.21, -0.62, 0.59, -0.37, -0.10, -0.69, 0.39, 0.29, 0.01, 0.27, 0.38, 0.41, -0.51, -0.63, 0.46, -0.29, 0.68, -0.63, -0.40, 0.36, -0.68, 0.41, 0.24, 0.28, 0.30, -0.66, 0.36, -0.42, 0.30, -0.80, -0.41, 0.29, -0.04, 0.33, 0.34, 0.33, 0.28]}